Record 1
This record from the OMol25 dataset describes C28H48NNaO3S as an isolated structure at a distorted geometry. The level of theory is ωB97M-V/def2-TZVPD.

XYZ file:
```
82
Properties=species:S:1:pos:R:3:lowdin_charge:R:1
Na 1.09462 -0.87576 -1.86092 0.269
C -2.49971 0.37548 1.50200 -0.084
C -2.14770 1.74366 1.40944 -0.170
C -0.70071 1.83625 1.43052 -0.157
C -0.24901 0.50207 1.62544 -0.085
C -1.32261 -0.39420 1.61833 -0.247
C -1.26155 -1.92229 1.90335 -0.503
C -1.25789 -2.73562 0.56160 -0.049
C -2.50398 -2.33552 2.77388 -0.062
C 0.05299 -2.18185 2.69947 -0.072
C 0.23587 3.03706 1.52702 -0.540
C 0.65934 3.26441 2.97178 -0.049
C 1.48689 2.71295 0.71616 -0.095
C -0.25324 4.35317 0.87561 -0.067
C -3.21219 2.82773 1.34254 -0.514
C -3.20506 3.54653 -0.04528 -0.060
C -3.15016 3.90511 2.47648 -0.049
C -4.58940 2.14094 1.45784 -0.106
H -3.46817 -0.07179 1.60162 0.071
H 0.79498 0.21053 1.63408 0.049
H -2.07661 -2.45940 -0.13190 0.074
H -1.43568 -3.81266 0.74206 0.073
H -0.25288 -2.62077 0.18782 0.051
H -3.43743 -2.30259 2.20278 0.073
H -2.52882 -1.72310 3.66048 0.074
H -2.38664 -3.36757 3.15179 0.071
H 0.96253 -1.84158 2.18622 0.041
H 0.15637 -3.27711 2.93832 0.083
H 0.01539 -1.67808 3.67275 0.083
H 1.22117 2.40117 3.35783 0.085
H -0.22134 3.38006 3.57491 0.070
H 1.27406 4.15944 3.07335 0.075
H 2.02642 1.84636 1.11644 0.042
H 2.16645 3.57586 0.67970 0.077
H 1.27760 2.42134 -0.35965 0.087
H -1.11392 4.81819 1.35394 0.042
H -0.48980 4.13574 -0.18544 0.084
H 0.51747 5.11249 0.86252 0.071
H -2.88940 2.82627 -0.81842 0.076
H -2.45650 4.35725 -0.10863 0.046
H -4.18342 3.97361 -0.26710 0.067
H -2.22668 4.49119 2.57403 0.049
H -3.40639 3.43680 3.43215 0.080
H -3.98736 4.59127 2.30684 0.073
H -4.79080 1.43176 0.61310 0.084
H -5.49765 2.79343 1.43579 0.082
H -4.62167 1.51634 2.38781 0.088
C -2.19448 -0.38571 -2.17055 -0.062
O -1.17488 -1.36193 -2.44283 -0.239
C -1.19516 -1.91921 -3.83042 -0.134
C -0.05128 -2.90246 -3.91562 -0.161
O 1.23001 -2.33365 -3.60438 -0.175
C 1.87159 -1.69289 -4.72223 -0.149
C 2.84087 -0.59776 -4.27662 -0.110
O 2.09368 0.36927 -3.43532 -0.277
C 1.99246 1.72421 -3.86650 -0.066
H -2.46183 0.24331 -3.02704 0.095
H -3.04857 -0.91447 -1.80232 0.082
H -1.84591 0.26383 -1.38498 0.078
H -2.13857 -2.40722 -3.97762 0.124
H -1.14019 -1.13942 -4.59416 0.122
H -0.23457 -3.69519 -3.17282 0.144
H -0.06917 -3.34916 -4.92022 0.136
H 2.34037 -2.36667 -5.42447 0.127
H 1.07049 -1.20645 -5.29660 0.129
H 3.63465 -0.87720 -3.62523 0.111
H 3.32326 -0.07438 -5.13051 0.137
H 1.01480 1.94018 -4.30061 0.088
H 2.20278 2.33542 -2.94986 0.105
H 2.78433 1.95087 -4.62087 0.095
S 3.05283 -0.88329 -0.10278 0.688
C 3.78558 -2.25369 0.66011 -0.700
N 4.37064 -2.17729 1.89553 0.067
C 5.04553 -3.21253 2.48188 -0.058
C 5.09668 -4.44020 1.88558 -0.060
C 4.49778 -4.58889 0.60852 -0.032
C 3.84598 -3.51266 0.01052 -0.078
H 4.26256 -1.27116 2.37132 0.163
H 5.50247 -3.01380 3.41960 0.120
H 5.71821 -5.25594 2.25030 0.111
H 4.48889 -5.53396 0.08144 0.111
H 3.37042 -3.58453 -0.93070 0.087
```

* net charge: 0
* 2S+1: 1
* total energy: -52696.148 eV
* Kohn-Sham gap: 0.15652 Ha
* strongest force on any atom: 2.4 eV/Å
* ΔE to the lowest compared entry with this formula, charge and spin: 12.1 kcal per mole


Record 2
This record from the OMol25 dataset describes a 2-piece molecular cluster, C3H9NO2 overall at a distorted geometry. The level of theory is ωB97M-V/def2-TZVPD.

XYZ file:
```
15
Properties=species:S:1:pos:R:3:lowdin_charge:R:1
C 1.02149 0.03596 1.02975 -0.089
N -0.47426 0.17793 0.87959 -0.085
C -1.41062 -0.93001 1.08117 -0.445
C -1.42904 -1.90571 -0.03780 -0.035
O -1.86917 -1.16161 2.25575 0.027
H 1.63579 1.05204 1.14165 0.129
H 1.30445 -0.67186 1.75504 0.047
H 1.31060 -0.45866 0.13298 0.040
H -0.96754 1.11064 0.87410 0.131
H -0.46941 -2.49219 -0.08052 0.106
H -1.49487 -1.41475 -1.04875 0.097
H -2.31661 -2.47957 0.22601 0.079
O 1.99659 2.89710 -2.47800 -0.079
H 2.03740 3.72273 -2.95440 0.018
H 1.12519 2.51796 -2.77656 0.060
```

* net charge: 0
* 2S+1: 1
* total energy: -8840.308 eV
* SMILES: CNC(C)=O.O
* Kohn-Sham gap: 0.34436 Ha
* strongest force on any atom: 5.6 eV/Å
* ΔE to the lowest compared entry with this formula, charge and spin: 61.0 kcal per mole


Record 3
This record from the OMol25 dataset describes one molecule with the formula C21H27N5O2 at a distorted geometry. The level of theory is ωB97M-V/def2-TZVPD.

XYZ file:
```
55
Properties=species:S:1:pos:R:3:lowdin_charge:R:1
C -1.49461 -2.80808 0.61195 -0.055
C -2.03974 -1.57717 -0.10876 -0.189
N -3.47466 -1.64259 -0.23175 -0.036
C -4.14838 -2.49820 -1.05529 -0.070
C -5.47729 -2.27456 -0.84167 -0.147
N -5.63349 -1.30305 0.09196 0.096
C -4.42128 -0.94649 0.44925 -0.313
C -4.14266 0.15849 1.41008 -0.062
N -3.88096 1.40263 0.69471 -0.081
C -4.96833 1.92472 -0.09882 -0.037
C -2.62887 1.89577 0.67011 -0.461
O -1.71826 1.38801 1.30856 0.035
C -2.40218 3.11978 -0.20519 -0.095
C -0.89924 3.35540 -0.35484 -0.091
C -0.27665 2.11059 -0.86878 -0.357
N -0.79628 1.26649 -1.69793 0.107
N 0.08800 0.25098 -1.83271 0.094
C 1.10300 0.53014 -1.08534 -0.340
C 2.31050 -0.29331 -0.86025 -0.100
C 2.45370 -0.63810 0.62591 -0.174
C 3.66171 -1.54613 0.87989 -0.156
C 4.94664 -0.87043 0.49193 -0.253
C 5.48801 0.12132 1.30120 -0.044
C 6.65219 0.77292 0.93692 -0.084
C 7.29337 0.44095 -0.24480 -0.096
C 6.76405 -0.54659 -1.05714 -0.084
C 5.59799 -1.19591 -0.69057 -0.053
O 0.93965 1.71243 -0.44765 0.154
H -0.41185 -2.74582 0.67694 0.059
H -1.90229 -2.87171 1.61879 0.080
H -1.75759 -3.71692 0.07538 0.070
H -1.77164 -0.67530 0.44335 0.094
H -1.60371 -1.50083 -1.10954 0.110
H -3.63790 -3.16935 -1.71471 0.114
H -6.32624 -2.74370 -1.29647 0.090
H -3.26871 -0.05173 2.02937 0.123
H -5.02065 0.29098 2.04747 0.134
H -5.85571 1.33118 0.11001 0.086
H -5.16570 2.96880 0.15035 0.092
H -4.75640 1.84795 -1.16794 0.099
H -2.83159 2.93853 -1.19004 0.112
H -2.88568 3.99079 0.24038 0.128
H -0.44339 3.58555 0.60899 0.129
H -0.71127 4.18168 -1.04434 0.127
H 3.19519 0.25731 -1.19045 0.127
H 2.21242 -1.19721 -1.46177 0.130
H 1.54486 -1.13737 0.96868 0.108
H 2.56311 0.28638 1.19563 0.117
H 3.54229 -2.47068 0.31161 0.115
H 3.68768 -1.79959 1.94212 0.118
H 4.99358 0.38099 2.22669 0.115
H 7.06211 1.54082 1.57682 0.102
H 8.20312 0.94846 -0.52973 0.100
H 7.25995 -0.81237 -1.97942 0.102
H 5.19007 -1.96687 -1.32916 0.112
```

* net charge: 0
* 2S+1: 1
* total energy: -33761.460 eV
* SMILES: CCn1ccnc1CN(C)C(=O)CCc1nnc(CCCc2ccccc2)o1
* Kohn-Sham gap: 0.33751 Ha
* strongest force on any atom: 1.4 eV/Å
* ΔE to the lowest compared entry with this formula, charge and spin: 45.2 kcal per mole


Record 4
This record from the OMol25 dataset describes a 3-piece molecular cluster, C3H6N2O2 overall. The level of theory is ωB97M-V/def2-TZVPD.

XYZ file:
```
13
Properties=species:S:1:pos:R:3:lowdin_charge:R:1
N 1.45512 0.59943 -1.10160 0.205
C 1.36013 0.47976 0.09560 -0.277
N 1.28427 0.46726 1.33116 0.114
C 1.87060 -0.53037 2.12718 -0.343
O 1.48197 -0.79350 3.23120 0.054
H 0.72661 0.30683 -1.75788 0.047
H 2.73826 -1.03731 1.66625 0.130
H -2.05339 0.63790 1.77181 0.032
H -1.31028 0.64557 1.83688 0.014
C -1.85877 -0.26614 -1.44205 -0.098
O -1.06998 -0.02670 -2.32614 -0.026
H -1.54056 -0.51965 -0.41338 0.058
H -2.94620 -0.23689 -1.62505 0.090
```

* net charge: 0
* 2S+1: 1
* total energy: -10280.905 eV
* SMILES: N=C=NC=O.[H][H].C=O
* Kohn-Sham gap: 0.38360 Ha
* strongest force on any atom: 0.7 eV/Å
* ΔE to the lowest compared entry with this formula, charge and spin: 89.8 kcal per mole


Record 5
This record from the OMol25 dataset describes C33H42GeO9PZn as an isolated structure at a distorted geometry. The level of theory is ωB97M-V/def2-TZVPD.

XYZ file:
```
87
Properties=species:S:1:pos:R:3:lowdin_charge:R:1
Zn -1.22532 -0.59505 -0.79590 0.658
O 0.29437 0.14803 2.48993 0.167
C 0.66277 -0.08820 1.25893 -0.471
O 0.21505 0.47154 0.27052 0.026
C 1.78792 -1.10108 1.13110 -0.095
O 1.78339 -1.69037 -0.15128 -0.134
C 1.20657 -2.98860 -0.20924 -0.119
C -0.15399 -3.12222 0.48506 -0.634
O -0.30682 -4.06005 1.25297 0.041
O -1.05307 -2.25185 0.17615 -0.107
H -0.44070 0.81960 2.51487 0.111
H 1.75024 -1.82973 1.94202 0.144
H 2.71729 -0.53102 1.22563 0.144
H 1.07646 -3.19532 -1.27328 0.107
H 1.87791 -3.73451 0.22067 0.124
O -1.18832 2.65633 2.62166 -0.026
C -1.77210 2.53116 1.52675 -0.621
O -2.11860 1.40480 1.05136 -0.076
C -2.00312 3.77655 0.66765 -0.153
C -3.43570 3.93776 0.10392 -0.220
Ge -3.41349 4.39113 -1.80802 1.041
C -1.66245 5.02283 -2.42946 -0.263
C -1.21532 6.29836 -2.08726 -0.106
C 0.01796 6.76911 -2.52191 -0.095
C 0.82187 5.97192 -3.32419 -0.103
C 0.38977 4.70038 -3.67887 -0.089
C -0.83629 4.23318 -3.22637 -0.119
C -4.20469 3.29807 -3.23540 -0.246
C -5.23512 2.38443 -3.02198 -0.098
C -5.79303 1.67470 -4.07695 -0.090
C -5.33384 1.86651 -5.37365 -0.110
C -4.32228 2.78688 -5.60770 -0.111
C -3.77266 3.49902 -4.54841 -0.116
C -4.53910 6.04094 -1.98668 -0.252
C -4.37323 6.92644 -3.05488 -0.117
C -5.21021 8.01960 -3.23313 -0.102
C -6.24914 8.25334 -2.34076 -0.114
C -6.43980 7.38480 -1.27645 -0.105
C -5.59228 6.29481 -1.10760 -0.113
H -1.28243 3.71383 -0.14881 0.089
H -1.72620 4.62896 1.28743 0.106
H -3.94435 4.75558 0.61687 0.052
H -4.01862 3.03061 0.25491 0.064
H -1.83902 6.93978 -1.47346 0.103
H 0.34924 7.76008 -2.23532 0.095
H 1.78151 6.33781 -3.66900 0.093
H 1.01576 4.07120 -4.30289 0.093
H -1.17048 3.23314 -3.47675 0.073
H -5.58261 2.19686 -2.01499 0.096
H -6.58523 0.96045 -3.88390 0.096
H -5.76632 1.30800 -6.19549 0.092
H -3.96013 2.95396 -6.61612 0.095
H -2.97866 4.20931 -4.75340 0.090
H -3.56751 6.76497 -3.76460 0.096
H -5.05356 8.69056 -4.07017 0.094
H -6.90506 9.10517 -2.47578 0.092
H -7.24926 7.55471 -0.57583 0.094
H -5.76534 5.62805 -0.26913 0.088
C -4.39462 0.01653 0.04701 -0.093
O -3.82863 0.95213 -0.85325 -0.174
C -2.45146 0.96736 -0.90720 -0.504
O -1.98615 1.90841 -1.58341 -0.116
H -4.28423 0.35517 1.07655 0.084
H -3.91167 -0.96161 -0.04687 0.073
H -5.44916 -0.07989 -0.21390 0.081
C -0.52648 -3.08416 -3.97049 -0.150
C 0.44281 -1.90781 -3.88171 -0.404
P -0.29602 -0.45592 -3.03921 0.985
C -1.57724 0.12794 -4.20904 -0.370
C -1.10144 0.68346 -5.54691 -0.133
C 1.05146 0.78746 -2.99035 -0.359
C 2.13137 0.72470 -4.06717 -0.146
H -0.04986 -3.94820 -4.43576 0.069
H -1.40656 -2.83545 -4.56586 0.060
H -0.87404 -3.38316 -2.97881 0.066
H 0.79814 -1.61538 -4.87322 0.071
H 1.32677 -2.19002 -3.30444 0.070
H -2.16941 0.86884 -3.66380 0.057
H -2.24161 -0.72604 -4.37025 0.077
H -0.51157 1.59231 -5.41085 0.060
H -1.96561 0.94335 -6.16268 0.060
H -0.49506 -0.03714 -6.10167 0.061
H 1.49102 0.69202 -1.99512 0.068
H 0.54961 1.75496 -2.98347 0.060
H 2.68274 -0.21618 -4.02812 0.062
H 2.85306 1.52988 -3.91455 0.069
H 1.72206 0.83178 -5.07297 0.055
```

* net charge: -1
* 2S+1: 1
* total energy: -167556.386 eV
* Kohn-Sham gap: 0.26276 Ha
* strongest force on any atom: 1.7 eV/Å
* ΔE to the lowest compared entry with this formula, charge and spin: 24.3 kcal per mole